Entry 1:
{
  "formula": "C14H16O",
  "method": "ωB97M-V/def2-TZVPD",
  "smiles": "Cc1ccc(O)cc1.Cc1ccccc1",
  "spin_multiplicity": 1,
  "symbols": ["C", "C", "C", "C", "C", "O", "C", "C", "H", "H", "H", "H", "H", "H", "H", "H", "C", "C", "C", "C", "C", "C", "C", "H", "H", "H", "H", "H", "H", "H", "H"],
  "positions_angstrom": [[0.33601, -1.18532, 0.97882], [-0.24433, -1.98187, -0.12314], [0.56187, -2.22362, -1.21715], [0.04459, -2.93898, -2.30478], [-1.21433, -3.49228, -2.27419], [-1.65068, -4.35072, -3.25345], [-2.01860, -3.28733, -1.15471], [-1.54055, -2.57516, -0.06816], [-0.29801, -1.18495, 1.87960], [0.38270, -0.11023, 0.65937], [1.28376, -1.55764, 1.31550], [1.48981, -1.66104, -1.30757], [0.66951, -3.07238, -3.20398], [-2.57939, -4.06026, -3.41377], [-3.03395, -3.69385, -1.10838], [-2.23631, -2.28960, 0.68292], [2.80472, 2.41167, 1.47558], [1.33415, 2.58288, 1.10634], [0.80588, 2.02426, -0.06635], [-0.50519, 2.11604, -0.43492], [-1.35922, 2.71732, 0.50323], [-0.83177, 3.43189, 1.55182], [0.51541, 3.32416, 1.97771], [3.43444, 3.34303, 1.31719], [3.39039, 2.02049, 0.62282], [2.98208, 2.00162, 2.46729], [1.50573, 1.47878, -0.68313], [-0.72746, 1.68134, -1.40471], [-2.42071, 2.92193, 0.31350], [-1.56746, 3.99490, 2.15902], [0.68690, 3.61492, 3.00766]],
  "forces_ev_per_angstrom": [[-1.185, 1.628, 0.844], [-0.672, -1.305, 0.371], [-1.077, 0.343, -0.922], [1.241, -0.056, -0.775], [0.009, -0.418, 1.017], [-1.101, 0.921, -0.660], [-0.150, 0.038, 0.422], [1.196, 1.074, -1.378], [-0.004, -0.053, -0.310], [0.343, -1.074, 0.485], [0.702, -0.029, -0.128], [0.070, -0.486, 0.034], [-0.431, -0.034, 0.489], [0.900, -0.751, -0.095], [0.349, 0.024, -0.147], [-0.213, -0.065, 0.900], [1.084, 1.523, -2.003], [0.814, 0.633, 1.416], [1.489, 0.435, 0.386], [-0.247, -0.149, 0.649], [-0.605, 1.308, -1.770], [-0.127, -0.135, 1.795], [-1.848, -1.105, -1.520], [-1.354, 0.053, 1.250], [-0.601, -1.619, 0.604], [0.190, -0.212, -0.300], [0.064, 0.023, -0.237], [-0.760, 0.037, 0.317], [0.397, -0.551, -0.173], [0.666, -0.357, -0.212], [0.860, 0.359, -0.350]]
}

=====

Entry 2:
{
  "formula": "C5H13NO2",
  "method": "ωB97M-V/def2-TZVPD",
  "smiles": "CNC(O)O.C=CC",
  "spin_multiplicity": 1,
  "symbols": ["C", "N", "C", "O", "O", "H", "H", "H", "H", "H", "H", "H", "C", "C", "C", "H", "H", "H", "H", "H", "H"],
  "positions_angstrom": [[1.09182, -0.90248, -1.64906], [0.08457, 0.11243, -1.44105], [0.68663, 1.61176, -1.31549], [-0.38480, 2.49088, -1.12219], [1.46873, 1.61901, -0.15261], [0.88231, -1.75524, -0.99670], [1.06957, -1.23834, -2.68737], [2.10335, -0.56017, -1.41869], [-0.91550, 0.12280, -1.52154], [1.27038, 1.95859, -2.17267], [-0.80262, 2.18774, -0.30129], [1.87283, 2.50090, -0.09536], [-2.22500, -0.49438, 1.31855], [-0.92626, -0.74710, 1.15434], [-0.03603, -1.38262, 2.16703], [-2.72705, -0.63416, 2.27296], [-2.82053, -0.06482, 0.51593], [-0.31221, -0.17658, 0.15539], [0.87727, -0.79179, 2.29398], [-0.51542, -1.46928, 3.14900], [0.25797, -2.38715, 1.84686]],
  "forces_ev_per_angstrom": [[-1.089, -0.699, -0.548], [3.350, 5.209, 0.284], [-2.178, -2.276, 0.669], [0.092, -0.471, -0.469], [0.443, -0.185, -0.252], [0.087, -0.110, -0.028], [0.245, -0.268, -0.016], [-0.370, 0.338, 0.101], [0.124, -0.580, -0.739], [-0.294, -0.341, -0.176], [-0.022, 0.180, -0.010], [-0.106, -0.353, 0.015], [0.348, 0.103, -0.045], [1.401, 2.129, -2.027], [-0.015, 0.084, 0.407], [-0.110, -0.424, -0.131], [0.061, 0.161, 0.134], [-1.958, -2.380, 2.961], [-0.042, -0.127, -0.049], [-0.010, -0.072, -0.086], [0.043, 0.080, 0.005]]
}

=====

Entry 3:
{
  "formula": "C2H4FNO3",
  "method": "ωB97M-V/def2-TZVPD",
  "smiles": "CC(=O)F.O=NO",
  "spin_multiplicity": 1,
  "symbols": ["C", "C", "O", "F", "H", "H", "H", "O", "N", "O", "H"],
  "positions_angstrom": [[-1.27388, 1.07468, 1.54532], [-0.94878, 0.17947, 0.42509], [0.09100, -0.34123, 0.18757], [-2.13538, -0.07072, -0.20276], [-0.86558, 2.06473, 1.30944], [-2.28035, 1.08015, 1.67208], [-0.71855, 0.95718, 2.51620], [2.46073, -2.00687, -3.11674], [1.85739, -1.24471, -2.47803], [2.23027, -1.17235, -1.11772], [1.58312, -0.52034, -0.74044]],
  "forces_ev_per_angstrom": [[3.623, 1.327, 1.090], [-0.200, -0.635, 1.456], [-1.033, 0.274, -0.741], [1.153, -0.396, -0.706], [-0.562, 0.150, -0.439], [-2.839, 0.406, 0.614], [-0.506, -0.879, -1.051], [0.495, -0.221, 0.675], [-0.828, 0.831, 0.294], [0.113, 0.027, -0.681], [0.584, -0.883, -0.512]]
}

=====

Entry 4:
{
  "formula": "C67H62Cl4F5I2O4P3SeSiY",
  "method": "ωB97M-V/def2-TZVPD",
  "charge": -1,
  "spin_multiplicity": 1,
  "symbols": ["Y", "C", "Si", "C", "C", "C", "C", "C", "C", "P", "C", "C", "C", "C", "C", "C", "C", "C", "C", "C", "C", "C", "C", "C", "C", "C", "C", "C", "P", "C", "C", "C", "C", "C", "C", "C", "C", "C", "C", "C", "C", "H", "H", "H", "H", "H", "H", "H", "H", "H", "H", "H", "H", "H", "H", "H", "H", "H", "H", "H", "H", "H", "H", "H", "H", "H", "H", "H", "H", "H", "H", "H", "Cl", "C", "C", "C", "Cl", "C", "O", "C", "Cl", "C", "H", "H", "F", "C", "C", "F", "C", "F", "C", "Se", "C", "F", "C", "F", "C", "C", "C", "C", "Cl", "C", "C", "C", "O", "C", "C", "O", "O", "H", "H", "H", "H", "H", "H", "H", "H", "I", "I", "C", "C", "C", "P", "C", "C", "C", "C", "C", "C", "H", "H", "H", "H", "H", "H", "H", "H", "H", "H", "H", "H", "H", "H", "H", "H", "H", "H", "H", "H", "H"],
  "positions_angstrom": [[0.53894, 0.25703, 0.05320], [-2.94925, 1.15925, 3.60332], [-1.98601, 0.17199, 2.31874], [-3.32494, -0.98652, 1.61543], [-4.35497, -1.23709, 2.54735], [-5.43132, -2.05442, 2.26195], [-5.53313, -2.63028, 1.00363], [-4.55377, -2.37636, 0.06387], [-3.43450, -1.58054, 0.35130], [-2.24644, -1.16866, -1.02914], [-3.59973, -0.44312, -2.08444], [-4.07453, 0.81493, -1.71807], [-5.13086, 1.40281, -2.40195], [-5.73108, 0.74282, -3.46669], [-5.27227, -0.51294, -3.83136], [-4.21570, -1.10176, -3.14498], [-2.01779, -2.79813, -1.86848], [-1.49366, -2.79241, -3.16578], [-1.29878, -3.97766, -3.85873], [-1.62719, -5.19607, -3.27117], [-2.14100, -5.21501, -1.98307], [-2.32789, -4.02439, -1.28712], [-0.73104, -0.85281, 3.33079], [-0.47550, -0.27849, 4.58782], [0.28815, -0.91508, 5.54517], [0.75092, -2.20144, 5.30489], [0.48890, -2.80291, 4.08926], [-0.17215, -2.12761, 3.05848], [-0.42457, -2.99037, 1.42814], [-1.42806, -4.40481, 2.17936], [-2.43687, -4.11423, 3.09950], [-3.18940, -5.11717, 3.69427], [-2.94747, -6.45096, 3.38772], [-1.95535, -6.76064, 2.46973], [-1.20883, -5.75007, 1.86799], [1.10627, -3.91854, 0.98412], [1.07597, -4.50566, -0.28254], [2.14452, -5.25806, -0.75741], [3.28086, -5.41985, 0.02360], [3.34600, -4.78868, 1.25927], [2.27816, -4.03376, 1.72892], [-3.18539, 0.57820, 4.50039], [-2.38079, 2.04011, 3.91013], [-3.88249, 1.51093, 3.15205], [-4.30767, -0.79230, 3.53090], [-6.19078, -2.23251, 3.01471], [-6.37839, -3.26046, 0.75029], [-4.67031, -2.79146, -0.92888], [-3.60954, 1.34579, -0.89094], [-5.47878, 2.38455, -2.11267], [-6.54857, 1.20758, -4.00573], [-5.73714, -1.04710, -4.65198], [-3.88993, -2.08651, -3.44930], [-1.24037, -1.84402, -3.63140], [-0.89542, -3.94882, -4.86416], [-1.48148, -6.12216, -3.81549], [-2.39036, -6.15519, -1.50221], [-2.71827, -4.07132, -0.27965], [-0.87872, 0.69935, 4.81909], [0.49783, -0.41929, 6.48643], [1.30308, -2.73969, 6.06732], [0.77883, -3.83422, 3.94639], [-2.62762, -3.08886, 3.37690], [-3.96162, -4.85137, 4.40849], [-3.51893, -7.23817, 3.86638], [-1.74838, -7.79529, 2.21873], [-0.44786, -6.02930, 1.15233], [0.21076, -4.36547, -0.92068], [2.08851, -5.70112, -1.74574], [4.12299, -5.99696, -0.34295], [4.25077, -4.84860, 1.85554], [2.40412, -3.48123, 2.64778], [5.99708, -3.71650, -3.06137], [4.83773, -2.96682, -1.98765], [3.60114, -2.59158, -2.47061], [2.72139, -2.01422, -1.58123], [1.15674, -1.50574, -2.13045], [2.97004, -1.77394, -0.22495], [2.02229, -1.26146, 0.52975], [4.25677, -2.15864, 0.20037], [4.76105, -1.91839, 1.83578], [5.16631, -2.74950, -0.66415], [3.32782, -2.74483, -3.50707], [6.13885, -3.04065, -0.28886], [2.86377, 4.56404, 7.08078], [2.70279, 3.74159, 6.03747], [3.78762, 3.10757, 5.47488], [5.01094, 3.33413, 5.97278], [3.60839, 2.24721, 4.40876], [4.72098, 1.67622, 3.92536], [2.35947, 1.96738, 3.85980], [2.23975, 0.61128, 2.50953], [1.30189, 2.65207, 4.44297], [0.04867, 2.49065, 4.00533], [1.45245, 3.51293, 5.51452], [0.39063, 4.11978, 6.05652], [-1.49297, 5.71077, -4.07666], [-2.74404, 5.47692, -3.25726], [-3.72072, 6.47645, -3.29525], [-4.83504, 6.44337, -2.48488], [-6.02139, 7.72915, -2.58729], [-5.00609, 5.41630, -1.57482], [-4.05990, 4.41388, -1.53260], [-2.95278, 4.40943, -2.37573], [-2.14049, 3.33022, -2.16644], [-1.30110, 2.80249, -3.17968], [-0.72425, 1.49345, -2.67787], [-0.98866, 0.45704, -3.28657], [0.06588, 1.56957, -1.66098], [-1.59645, 6.64689, -4.62885], [-1.29518, 4.92383, -4.80161], [-0.62275, 5.80905, -3.41941], [-3.57964, 7.32055, -3.96090], [-5.85522, 5.40928, -0.90312], [-4.14087, 3.61525, -0.80358], [-0.46523, 3.47004, -3.37878], [-1.86363, 2.60448, -4.09159], [-1.26965, 2.35579, 1.12569], [-0.98558, 5.56529, 0.53672], [4.27412, 2.88896, -3.32237], [2.96934, 2.23878, -2.83288], [2.64383, 1.02997, -3.71172], [2.83930, 1.95596, -0.98919], [2.33850, 3.68639, -0.47800], [2.44271, 3.96895, 1.02577], [2.92361, 4.88039, -1.23829], [4.52317, 1.53495, -0.32065], [5.34112, 0.63965, -1.26397], [5.40128, 2.66367, 0.22483], [4.07025, 3.50760, -4.20310], [4.98818, 2.12247, -3.62491], [4.75433, 3.52276, -2.57884], [2.15593, 2.95238, -2.98025], [3.32702, 0.19706, -3.52563], [2.74834, 1.30898, -4.76794], [1.62692, 0.67991, -3.56062], [1.27198, 3.65829, -0.72604], [3.38963, 4.46126, 1.25924], [2.37035, 3.07001, 1.62828], [1.63420, 4.64470, 1.31649], [3.99259, 5.00558, -1.04598], [2.41122, 5.77655, -0.87320], [2.76854, 4.83666, -2.31891], [4.24488, 0.92114, 0.53751], [5.94282, 1.23171, -1.95331], [4.72821, -0.05041, -1.84837], [6.02853, 0.03451, -0.66781], [5.53818, 3.47734, -0.49059], [6.39190, 2.25781, 0.45796], [4.99754, 3.07652, 1.14665]],
  "forces_ev_per_angstrom": [[1.040, 0.306, -0.319], [-0.004, 0.165, 0.244], [-0.415, 0.060, 0.688], [-0.088, 0.007, -0.170], [0.151, -0.036, -0.082], [0.023, -0.040, -0.030], [0.008, 0.000, 0.008], [0.130, 0.063, -0.052], [0.020, -0.017, 0.024], [-0.903, -0.279, 0.210], [0.230, 0.113, -0.046], [0.014, 0.072, -0.001], [0.018, -0.081, 0.008], [0.043, -0.015, 0.050], [0.051, -0.016, 0.048], [-0.015, -0.004, -0.027], [0.066, 0.068, -0.024], [0.027, 0.119, 0.005], [-0.053, -0.061, 0.050], [0.015, 0.065, 0.002], [0.029, 0.025, 0.005], [-0.017, -0.066, 0.031], [0.282, -0.301, -0.311], [-0.153, -0.053, -0.041], [0.033, -0.085, 0.030], [0.004, 0.073, 0.063], [-0.040, 0.023, -0.106], [-0.150, 0.268, 0.007], [-0.240, -0.283, 0.946], [0.111, -0.044, -0.311], [-0.007, 0.018, -0.020], [0.028, -0.027, -0.044], [0.019, 0.072, -0.006], [0.033, 0.093, -0.052], [-0.081, 0.071, -0.067], [0.046, 0.107, -0.041], [-0.075, -0.083, -0.026], [0.022, -0.014, 0.105], [-0.120, -0.009, 0.019], [-0.137, -0.139, 0.030], [-0.031, -0.174, 0.086], [-0.005, 0.070, -0.083], [-0.073, -0.099, -0.008], [0.088, -0.009, 0.018], [-0.016, -0.026, -0.031], [0.024, 0.014, -0.027], [0.044, 0.040, -0.001], [0.029, 0.005, -0.024], [-0.004, -0.013, -0.076], [-0.004, -0.031, -0.011], [0.028, -0.020, 0.033], [0.028, 0.015, 0.011], [0.049, -0.010, 0.006], [-0.050, -0.056, 0.025], [-0.004, 0.002, 0.034], [0.001, 0.037, 0.022], [0.017, 0.059, -0.033], [0.000, 0.022, 0.011], [0.074, -0.215, -0.006], [-0.026, -0.032, -0.033], [-0.034, 0.019, -0.040], [0.087, -0.036, -0.066], [-0.013, 0.089, 0.019], [0.051, -0.008, -0.043], [0.012, 0.042, -0.040], [-0.004, 0.052, 0.007], [0.087, 0.039, -0.007], [-0.018, -0.013, 0.023], [0.007, 0.031, 0.034], [-0.051, 0.038, 0.015], [-0.075, 0.010, -0.057], [-0.065, -0.044, 0.048], [-0.116, 0.067, 0.120], [0.145, -0.049, -0.022], [-0.074, -0.001, -0.169], [-0.075, 0.022, -0.174], [-0.047, -0.156, -0.278], [-0.212, 0.064, 0.275], [0.729, -0.180, -0.365], [0.094, 0.020, -0.091], [-0.049, 0.204, 0.004], [0.094, 0.046, 0.067], [0.002, 0.020, 0.071], [-0.041, 0.028, -0.008], [0.008, 0.036, 0.016], [0.052, 0.148, 0.205], [0.157, -0.033, -0.048], [0.034, -0.018, -0.009], [0.125, 0.028, 0.019], [-0.053, -0.074, -0.068], [-0.072, -0.090, -0.091], [0.013, 0.063, 0.143], [0.088, 0.038, 0.085], [-0.103, 0.057, -0.168], [-0.134, 0.026, -0.047], [-0.060, 0.002, -0.011], [-0.038, 0.004, 0.137], [0.059, 0.074, -0.029], [0.023, 0.031, -0.060], [-0.043, 0.034, -0.004], [0.106, -0.116, 0.007], [-0.059, 0.009, 0.061], [-0.093, 0.057, 0.132], [0.072, -0.104, -0.065], [0.198, 0.006, 0.063], [-0.129, 0.330, 0.057], [0.183, -0.385, -0.022], [0.116, -0.029, 0.059], [-0.618, -0.156, -0.375], [0.012, -0.065, 0.056], [0.007, -0.051, -0.012], [-0.069, -0.060, -0.039], [-0.009, -0.057, 0.024], [0.043, 0.001, -0.032], [0.038, 0.090, -0.056], [0.116, 0.127, -0.086], [-0.060, 0.042, -0.056], [-0.632, -0.298, 0.203], [-0.011, 0.202, -0.134], [-0.028, 0.033, -0.032], [0.071, -0.079, -0.071], [0.040, 0.027, -0.033], [0.079, 0.143, 0.084], [0.082, -0.001, 0.084], [0.007, 0.067, -0.034], [-0.048, 0.080, -0.036], [0.189, -0.022, -0.072], [-0.033, 0.007, 0.041], [0.041, -0.021, -0.030], [0.018, -0.043, 0.041], [-0.013, 0.012, 0.017], [-0.025, -0.033, -0.036], [-0.050, 0.041, -0.007], [-0.011, 0.025, -0.021], [0.008, -0.012, 0.095], [0.007, -0.003, -0.002], [-0.104, 0.012, 0.000], [-0.003, -0.037, 0.001], [-0.004, -0.027, -0.016], [0.078, -0.020, -0.045], [-0.063, -0.005, 0.008], [0.027, -0.055, -0.022], [0.015, 0.007, 0.104], [-0.017, -0.058, 0.127], [-0.033, 0.015, -0.017], [0.008, 0.024, 0.030], [0.009, 0.032, -0.021], [0.017, -0.041, 0.012], [-0.050, 0.024, -0.002], [-0.029, 0.019, -0.030]]
}

=====

One value per record, in order, for E_tot: -618.26208; -403.44020; -458.85755; -9580.41808 a.u..
One value per record, in order, for HOMO-LUMO gap: 9.269; 9.060; 10.373; 6.326 eV.
One value per record, in order, for relative energy (zero: lowest compared OMol25 entry of this formula, charge and spin): 141.6; 358.1; 18.5; 0.0 kJ/mol.